118
Properties=species:S:1:pos:R:3:forces:R:3 method="wB97M-V/def2-TZVPD" smiles="CCCNc1cc(O)cc2c1C(=O)c1c(c(P(O)Cl)c(COC(F)(F)F)c(CCC)c1P(O)Cl)C2=O.CCOS(C)(=O)=O.CCOS(C)(=O)=O.CCOS(C)(=O)=O.CCOS(C)(=O)=O" spin_multiplicity=1 gap_ev=8.4
C 5.001 5.291 -0.547 -1.039 -0.807 -0.177
C 4.303 4.096 -1.240 1.150 -0.206 0.171
C 5.121 2.820 -0.950 0.341 0.456 -0.873
N 4.474 1.594 -1.447 0.312 0.023 0.702
C 3.909 0.764 -0.433 0.262 -0.278 0.039
C 4.553 0.389 0.755 0.354 0.665 -0.884
C 3.907 -0.404 1.662 0.165 -0.512 1.113
O 4.575 -0.768 2.833 -0.190 0.537 -0.035
C 2.623 -0.889 1.474 -0.335 -0.347 -0.078
C 1.998 -0.538 0.303 -0.529 -0.344 -0.003
C 2.647 0.264 -0.621 -1.438 0.387 -1.023
C 1.787 0.546 -1.849 1.079 -0.377 0.327
O 2.147 0.178 -2.939 -0.640 0.165 0.311
C 0.437 1.124 -1.436 0.749 0.169 -0.671
C -0.205 0.336 -0.490 0.445 -1.323 0.528
C -1.418 0.677 0.067 -0.249 -0.652 -0.783
P -2.339 -0.314 1.332 -0.643 0.456 1.360
O -1.632 -1.737 1.655 -0.576 0.350 -0.703
Cl -4.057 -0.856 0.228 0.585 -0.146 -0.132
C -1.966 1.901 -0.348 -0.420 -0.163 1.061
C -3.266 2.396 0.280 -0.060 0.300 -0.562
O -3.128 3.637 1.035 0.409 -0.788 0.029
C -2.283 3.586 2.079 -0.383 1.172 0.785
F -2.315 2.445 2.775 0.084 -0.017 -0.332
F -2.644 4.573 2.927 0.130 -0.230 -0.276
F -1.000 3.835 1.746 -0.140 -0.360 -0.089
C -1.340 2.698 -1.288 -0.066 1.206 -0.442
C -1.974 4.043 -1.654 0.483 -0.478 0.122
C -1.048 5.222 -1.295 -1.319 1.141 -0.037
C -1.929 6.535 -1.274 0.850 -1.093 0.099
C -0.106 2.328 -1.876 -0.977 -0.766 -0.760
P 0.846 3.370 -3.095 1.226 1.097 0.200
O 1.640 2.380 -4.112 -1.254 0.371 0.211
Cl -0.514 4.263 -4.441 0.058 -0.630 0.042
C 0.578 -0.921 -0.083 0.299 0.269 -0.352
O 0.175 -2.056 -0.182 0.162 0.561 0.191
H 4.313 6.141 -0.606 0.453 0.139 0.150
H 5.969 5.528 -0.992 -0.148 0.043 0.053
H 5.150 5.003 0.499 0.066 0.431 -0.079
H 4.356 4.217 -2.329 -0.511 0.068 0.166
H 3.262 3.999 -0.914 0.125 -0.030 -0.081
H 6.045 2.941 -1.535 -0.072 -0.050 0.252
H 5.451 2.776 0.097 -0.342 -0.116 -0.057
H 5.128 1.045 -1.993 -0.149 0.051 -0.090
H 5.568 0.736 0.929 -0.155 -0.138 0.213
H 4.367 -0.088 3.486 0.146 -0.142 0.106
H 2.115 -1.517 2.199 0.276 0.056 0.043
H -1.707 -2.370 0.923 0.517 -0.025 0.018
H -3.930 2.665 -0.545 -0.154 -0.075 0.368
H -3.781 1.677 0.914 0.196 0.032 -0.072
H -2.902 4.228 -1.116 0.209 -0.206 -0.007
H -2.254 3.986 -2.709 0.201 0.392 0.129
H -0.675 5.073 -0.278 0.357 -0.105 -0.361
H -0.250 5.422 -2.010 0.139 -0.480 0.242
H -2.799 6.332 -1.903 0.003 0.535 0.113
H -1.336 7.370 -1.653 -0.331 0.056 0.039
H -2.215 6.724 -0.236 -0.284 0.167 -0.275
H 1.017 1.811 -4.591 0.399 -0.283 -0.031
C 5.975 -7.580 5.062 -0.068 -0.050 -0.269
C 5.577 -6.182 5.493 -0.086 -0.577 0.390
O 5.857 -5.201 4.479 -0.021 0.198 -0.088
S 4.872 -5.116 3.225 0.470 0.418 0.018
C 5.453 -3.582 2.590 0.165 -0.141 0.083
O 3.532 -4.956 3.704 -0.094 -0.252 -0.042
O 5.205 -6.159 2.305 -0.262 -0.138 -0.004
H 5.351 -7.932 4.241 -0.009 0.007 0.027
H 5.869 -8.279 5.892 0.017 0.079 0.055
H 7.008 -7.596 4.713 0.015 0.010 0.083
H 4.525 -6.139 5.778 -0.018 0.108 -0.158
H 6.160 -5.889 6.365 0.059 0.250 -0.152
H 5.235 -2.800 3.305 -0.021 -0.020 0.001
H 4.930 -3.393 1.654 -0.068 -0.076 0.030
H 6.522 -3.661 2.409 -0.018 -0.062 -0.008
C -4.525 -4.654 -0.072 -0.279 -0.054 0.001
C -4.076 -4.431 -1.504 0.251 0.377 0.659
O -4.755 -5.310 -2.419 -0.076 -0.051 -0.221
S -6.260 -4.964 -2.812 0.442 -0.488 -0.314
C -6.398 -6.086 -4.162 0.058 -0.060 -0.054
O -6.315 -3.621 -3.303 -0.148 0.141 0.246
O -7.131 -5.402 -1.764 0.355 0.416 -0.045
H -5.564 -4.357 0.066 0.028 0.042 0.009
H -3.915 -4.071 0.620 0.054 0.001 -0.065
H -4.453 -5.709 0.194 0.094 0.017 -0.010
H -4.209 -3.390 -1.804 -0.144 -0.077 -0.124
H -3.014 -4.657 -1.589 -0.087 -0.190 -0.274
H -5.712 -5.778 -4.947 0.006 0.017 0.029
H -7.426 -6.043 -4.518 -0.016 0.051 0.074
H -6.167 -7.088 -3.810 -0.015 0.021 0.028
C -9.669 -6.392 -1.157 -0.466 -0.370 -0.167
C -11.108 -5.996 -0.894 0.544 -0.191 0.625
O -11.880 -5.913 -2.110 -0.216 -0.003 -0.144
S -12.357 -7.269 -2.792 -0.101 0.632 -0.096
C -13.507 -6.552 -3.919 -0.054 0.087 -0.021
O -13.066 -8.050 -1.826 0.170 -0.226 0.026
O -11.270 -7.824 -3.538 -0.023 -0.261 0.070
H -9.607 -7.416 -1.526 -0.012 -0.005 0.056
H -9.079 -6.325 -0.244 -0.034 0.118 0.000
H -9.230 -5.751 -1.909 -0.057 0.119 0.057
H -11.587 -6.679 -0.189 -0.156 -0.037 -0.175
H -11.138 -5.003 -0.449 -0.208 0.076 -0.240
H -14.316 -6.096 -3.354 0.026 -0.007 0.017
H -13.889 -7.353 -4.549 0.052 -0.055 0.051
H -12.989 -5.814 -4.526 0.023 -0.020 0.020
C 10.444 7.582 1.846 -0.090 0.085 -0.264
C 9.249 7.336 2.746 0.600 -0.418 -0.016
O 8.219 8.325 2.563 -0.214 0.077 0.004
S 7.293 8.213 1.269 -0.101 0.427 0.489
C 6.067 9.371 1.777 -0.031 0.041 0.107
O 6.718 6.904 1.222 0.254 -0.025 -0.112
O 7.994 8.751 0.146 -0.015 -0.228 -0.180
H 10.186 7.435 0.798 0.002 -0.021 0.019
H 11.254 6.896 2.095 -0.040 0.002 0.090
H 10.800 8.607 1.952 0.028 -0.031 0.076
H 8.840 6.334 2.598 -0.157 0.097 -0.073
H 9.555 7.408 3.788 -0.238 0.189 0.032
H 5.556 8.981 2.654 0.024 -0.013 -0.008
H 5.367 9.487 0.952 0.054 -0.065 -0.046
H 6.550 10.320 1.995 0.023 -0.022 -0.022

---

106
Properties=species:S:1:pos:R:3:forces:R:3 method="wB97M-V/def2-TZVPD" spin_multiplicity=1 gap_ev=6.6 relative_energy_kcal_mol=14.1 total_charge=+2
Ti 0.217 -1.647 -1.034 0.083 0.528 0.290
C 2.959 -4.078 1.327 -0.142 -0.025 0.108
C 1.892 -3.567 0.438 0.009 0.146 -0.019
N 1.381 -2.382 0.484 0.229 0.040 -0.201
N 1.715 -1.450 1.460 -0.044 -0.130 0.014
C 1.157 -1.625 2.740 -0.063 0.025 0.008
N 1.576 -0.666 3.583 -0.017 -0.058 -0.002
S 0.134 -2.857 3.107 0.074 0.057 -0.023
C 1.313 -4.400 -0.638 -0.036 0.022 0.118
C 1.566 -5.746 -0.765 0.034 -0.046 0.000
C 0.857 -6.472 -1.721 -0.020 0.027 -0.012
C -0.079 -5.819 -2.495 0.032 -0.044 0.007
C -0.266 -4.453 -2.317 -0.002 0.045 -0.013
N 0.421 -3.756 -1.421 0.083 -0.206 -0.040
H 2.557 -4.895 1.931 0.010 -0.015 -0.014
H 3.331 -3.315 2.003 0.002 0.020 0.003
H 3.778 -4.468 0.720 -0.001 0.002 -0.010
H 2.667 -1.102 1.403 -0.040 0.007 -0.049
H 1.843 0.239 3.223 0.006 -0.019 0.017
H 1.179 -0.683 4.509 -0.001 0.009 -0.008
H 2.285 -6.234 -0.123 -0.003 0.002 0.003
H 1.028 -7.533 -1.838 0.004 0.001 0.003
H -0.669 -6.346 -3.231 -0.001 0.002 0.000
H -0.996 -3.912 -2.904 -0.002 0.005 0.010
C 0.088 1.480 -1.654 0.022 0.075 0.094
O -0.153 0.354 -0.784 0.154 -0.250 -0.047
H 0.866 2.111 -1.229 -0.007 -0.002 0.020
H -0.839 2.040 -1.762 -0.010 -0.006 0.005
H 0.415 1.112 -2.619 -0.004 -0.041 -0.038
H -0.402 0.693 0.148 -0.077 0.096 0.003
C -3.201 -1.149 0.972 -0.080 -0.049 0.001
C -2.749 -2.174 -0.056 -0.140 0.163 0.024
O -1.419 -1.949 -0.395 0.137 -0.263 -0.074
C -3.553 -2.002 -1.365 0.088 -0.036 0.005
F -3.241 -0.819 -1.918 -0.009 0.016 -0.024
F -3.214 -2.953 -2.258 -0.012 -0.013 -0.019
F -4.861 -2.039 -1.178 -0.004 0.021 -0.006
C -2.906 -3.630 0.499 -0.002 0.101 0.000
F -4.064 -4.167 0.120 -0.027 -0.014 0.045
F -2.860 -3.645 1.829 0.054 -0.014 -0.023
F -1.919 -4.422 0.051 -0.019 -0.047 -0.035
H -3.129 -0.152 0.540 -0.006 -0.033 -0.003
H -2.550 -1.211 1.843 0.007 0.005 -0.035
H -4.229 -1.341 1.276 -0.021 -0.001 0.007
C 0.883 -2.954 -4.985 -0.023 0.021 0.003
C 0.419 -1.493 -4.923 0.016 -0.005 0.010
C -0.866 -1.300 -4.123 0.052 0.093 0.003
C 1.598 -0.622 -4.527 -0.120 -0.051 0.007
C 2.245 0.100 -5.523 0.027 0.013 -0.005
C 3.420 0.785 -5.270 0.007 -0.018 0.038
C 3.986 0.720 -4.007 0.015 0.007 -0.081
C 3.379 0.019 -2.972 0.050 -0.011 0.114
C 4.088 -0.047 -1.631 -0.037 -0.012 0.050
C 4.381 -1.486 -1.192 0.030 0.015 -0.018
C 3.391 0.772 -0.540 0.028 -0.015 -0.073
C 2.160 -0.611 -3.246 0.026 0.080 0.043
O 1.483 -1.214 -2.203 -0.127 -0.199 -0.199
H 0.060 -3.618 -5.257 0.001 0.001 0.002
H 1.303 -3.275 -4.030 0.002 -0.008 0.009
H 1.666 -3.067 -5.733 0.002 0.000 0.001
H 0.162 -1.202 -5.944 -0.002 0.010 -0.004
H -0.745 -1.505 -3.050 -0.151 -0.134 -0.052
H -1.651 -1.968 -4.477 -0.013 0.013 0.013
H -1.237 -0.277 -4.187 -0.003 0.020 -0.003
H 1.823 0.106 -6.521 -0.005 -0.001 0.004
H 3.908 1.342 -6.058 -0.001 0.002 0.003
H 4.930 1.217 -3.816 -0.001 0.002 0.003
H 5.060 0.423 -1.792 -0.005 0.030 -0.002
H 3.471 -2.082 -1.130 0.002 0.005 0.010
H 4.882 -1.491 -0.220 -0.002 -0.005 -0.003
H 5.046 -1.977 -1.904 -0.012 -0.006 -0.003
H 2.397 0.391 -0.301 0.001 0.040 -0.036
H 3.287 1.811 -0.855 -0.017 -0.008 0.030
H 3.991 0.772 0.374 0.011 -0.008 0.010
C -3.383 4.303 5.277 -0.001 -0.016 -0.001
C -3.658 2.835 5.586 0.000 0.013 -0.008
C -2.943 1.843 4.672 0.021 0.029 0.009
C -3.338 1.924 3.199 0.004 -0.010 0.007
N -2.633 2.966 2.444 -0.067 -0.061 0.031
C -1.450 2.819 1.865 0.028 0.056 -0.082
S -0.552 1.352 1.998 0.024 0.028 0.000
N -0.945 3.841 1.163 0.006 -0.046 0.031
C -1.542 5.173 1.043 0.012 -0.003 0.024
C -1.353 6.060 2.276 0.012 0.004 -0.005
C 0.019 6.724 2.375 0.019 -0.006 0.003
C 1.202 5.760 2.436 -0.028 0.012 -0.008
H -3.811 4.947 6.044 -0.001 0.003 -0.004
H -3.827 4.616 4.328 0.004 0.004 0.005
H -2.309 4.504 5.239 -0.003 0.004 -0.004
H -4.734 2.649 5.543 0.001 -0.002 0.007
H -3.357 2.627 6.615 0.002 0.002 0.003
H -3.164 0.829 5.014 -0.005 -0.017 -0.001
H -1.858 1.964 4.748 -0.009 -0.008 0.001
H -4.405 2.135 3.101 -0.009 0.004 -0.009
H -3.137 0.978 2.701 0.006 0.055 0.020
H -3.054 3.881 2.427 0.000 0.009 0.017
H 0.018 3.725 0.897 -0.004 -0.002 -0.002
H -2.600 5.049 0.803 -0.010 -0.006 -0.010
H -1.091 5.645 0.170 0.006 -0.017 -0.010
H -1.542 5.471 3.178 -0.001 -0.005 0.012
H -2.119 6.839 2.248 -0.005 -0.005 0.000
H 0.024 7.349 3.269 0.000 0.000 0.002
H 0.147 7.405 1.530 -0.002 0.003 0.004
H 1.042 4.977 3.182 0.007 0.000 0.003
H 2.115 6.291 2.701 0.002 -0.002 -0.004
H 1.391 5.281 1.471 0.003 0.002 0.009